An isolated molecule of C24H25N3O5S at a distorted geometry. Source: OMol25; level of theory: the ωB97M-V functional and the def2-TZVPD basis.

Bonds (Å) are listed after each position.
Element x y z (Å)
1 C -7.56221 -0.48839 1.06492  C2 1.582, H56 0.952, H57 1.033, H58 1.163
2 C -6.89764 0.87045 0.60325  C1 1.582, H3 1.131, H4 1.163, O5 1.469
3 H -6.46588 1.47260 1.45720  C2 1.131
4 H -7.79319 1.47894 0.17839  C2 1.163
5 O -6.07766 0.63353 -0.59264  C2 1.469, C6 1.309
6 C -4.90563 0.26043 -0.14333  O5 1.309, C7 1.494, C11 1.421
7 C -4.41718 -0.07825 1.22698  C6 1.494, C8 1.415, H55 0.943
8 C -3.04411 -0.37414 1.05770  C7 1.415, C9 1.343, H54 1.336
9 C -2.28221 -0.50992 -0.04040  C8 1.343, C10 1.265, N14 1.494
10 C -2.70058 -0.28980 -1.21403  C9 1.265, C11 1.559, H13 1.175
11 C -4.09788 0.39476 -1.30441  C6 1.421, C10 1.559, H12 1.188
12 H -4.56147 0.52764 -2.39055  C11 1.188
13 H -2.08569 -0.53280 -2.18566  C10 1.175
14 N -0.86764 -0.91561 0.21973  C9 1.494, C15 1.206, C23 1.372
15 C 0.05356 -0.29991 0.69701  N14 1.206, N16 1.293, S29 1.883
16 N 1.19707 -0.68393 1.16299  C15 1.293, C17 1.545
17 C 1.70230 -2.03902 0.61985  N16 1.545, C18 1.305, C22 1.332
18 C 2.93794 -2.36263 0.88938  C17 1.305, C19 1.354, H28 1.212
19 C 3.49313 -3.41695 0.24679  C18 1.354, C20 1.435, H27 1.137
20 C 2.49123 -4.28072 -0.31057  C19 1.435, C21 1.429, H26 1.190
21 C 1.18175 -3.92132 -0.75458  C20 1.429, C22 1.605, H25 1.057
22 C 0.66887 -2.59361 -0.01208  C17 1.332, C21 1.605, C23 1.379
23 C -0.59493 -2.14320 -0.32990  N14 1.372, C22 1.379, O24 1.237
24 O -1.50788 -2.84175 -0.78582  C23 1.237
25 H 0.53012 -4.35050 -1.46793  C21 1.057
26 H 2.94812 -5.25400 -0.82162  C20 1.190
27 H 4.40892 -4.04454 0.49429  C19 1.137
28 H 3.67161 -1.51586 1.35144  C18 1.212
29 S -0.44771 1.30624 1.54147  C15 1.883, C30 1.860
30 C -0.47931 2.13598 -0.12338  S29 1.860, C31 1.543, H52 1.154, H53 1.024
31 C 0.55844 1.77504 -1.20607  C30 1.543, O32 1.371, N33 1.356
32 O 0.18864 0.90397 -2.19841  C31 1.371
33 N 1.84845 2.10335 -0.94555  C31 1.356, C34 1.312, C44 1.458
34 C 2.32034 2.68262 0.13234  N33 1.312, H35 1.136, C36 1.455, H51 1.100
35 H 2.80153 3.64509 -0.23121  C34 1.136
36 C 3.39678 2.16205 0.96067  C34 1.455, H37 1.214, C38 1.432, H50 0.982
37 H 2.88286 1.07754 1.14328  C36 1.214
38 C 4.48295 1.55348 0.25352  C36 1.432, C39 1.386, C43 1.789, H49 1.337
39 C 5.47582 0.69511 0.69920  C38 1.386, O40 1.237, O41 1.375
40 O 5.16171 0.04826 1.70516  C39 1.237
41 O 6.78294 0.67285 0.27413  C39 1.375, H42 0.795
42 H 7.19540 0.22702 0.78697  O41 0.795
43 C 3.78246 0.71067 -1.16006  C38 1.789, C44 1.440, H47 1.089, H48 1.288
44 C 2.79106 1.47962 -1.86649  N33 1.458, C43 1.440, H45 1.283, H46 1.007
45 H 3.21768 2.56702 -2.39705  C44 1.283
46 H 2.50227 0.99425 -2.69966  C44 1.007
47 H 3.48582 -0.26163 -0.76995  C43 1.089
48 H 4.78988 0.32338 -1.86206  C43 1.288
49 H 5.04450 2.49981 -0.50526  C38 1.337
50 H 3.61864 2.60061 1.81111  C36 0.982
51 H 1.57095 3.16074 0.77987  C34 1.100
52 H -0.40850 3.28548 -0.05021  C30 1.154
53 H -1.30626 2.00984 -0.71483  C30 1.024
54 H -2.55531 -0.71364 2.25407  C8 1.336
55 H -4.80160 0.08494 2.07231  C7 0.943
56 H -8.02129 -0.85535 0.31571  C1 0.952
57 H -6.85126 -1.20605 1.27868  C1 1.033
58 H -8.45076 -0.36981 1.80529  C1 1.163

structure (SMILES)	CCOc1ccc(-n2c(SCC(=O)N3CCC(C(=O)O)CC3)nc3ccccc3c2=O)cc1
LUMO energy	-0.242	eV
gap between HOMO and LUMO	8.09	eV
HOMO	-8.33	eV
total charge	0
ΔE to the lowest compared entry with this formula, charge and spin	410.9	kcal/mol